No. 1
Computed, not measured: a cluster of 10 separate species, C45H89Cl18INO in total, with ωB97M-V/def2-TZVPD.

Properties
Expectation value of S²   0.7541
Spin multiplicity   2
LUMO level (spin up / spin down)   0.515 / 0.352 eV
Molar mass   1425.27 g/mol
E_tot   -10479.08258 a.u.

Each line ends with the Mulliken spin population.
Atoms and positions in Å:
C 3.832 3.212 2.891  0.000
C 4.337 3.907 1.643  0.000
C 3.344 4.898 1.025  0.000
C 2.448 4.318 -0.076  0.000
C 1.822 2.941 0.167  0.000
C 0.415 2.947 0.790  0.000
C 0.198 3.449 2.231  0.000
C -1.247 4.003 2.309  0.000
C -2.289 2.911 2.563  0.000
C -2.679 2.165 1.272  0.000
C -2.514 0.655 1.412  0.000
C -2.485 -0.041 0.052  0.000
C -1.779 -1.416 0.167  0.000
C -2.541 -2.559 -0.510  0.000
C -1.762 -3.315 -1.590  0.000
C -0.327 -3.720 -1.216  0.000
C -0.183 -5.247 -0.948  0.000
C 0.560 -6.008 -2.042  0.006
C 2.060 -6.240 -1.813  -0.032
I 3.116 -4.340 -1.593  0.000
C 2.568 -7.035 -3.035  0.034
C 3.784 -7.936 -2.833  0.015
C 5.110 -7.187 -3.028  0.017
C 3.753 -8.978 -3.980  -0.004
N 3.737 -8.714 -1.573  0.371
O 2.872 -9.669 -1.665  0.568
C 3.464 -7.910 -0.359  0.004
C 4.684 -7.140 0.128  0.002
C 3.165 -8.911 0.783  -0.001
C 2.220 -7.024 -0.494  0.045
H 3.144 2.400 2.685  0.000
H 3.333 3.889 3.555  0.000
H 4.667 2.778 3.436  0.000
H 4.586 3.140 0.918  0.000
H 5.242 4.437 1.920  0.000
H 3.950 5.666 0.550  0.000
H 2.790 5.422 1.792  0.000
H 1.611 5.001 -0.212  0.000
H 3.009 4.340 -1.002  0.000
H 1.683 2.494 -0.815  0.000
H 2.464 2.257 0.710  0.000
H 0.106 1.902 0.791  0.000
H -0.274 3.448 0.121  0.000
H 0.316 2.667 2.974  0.000
H 0.853 4.265 2.507  0.000
H -1.296 4.743 3.092  0.000
H -1.443 4.523 1.378  0.000
H -3.162 3.396 2.982  0.000
H -1.877 2.229 3.298  0.000
H -2.126 2.565 0.436  0.000
H -3.736 2.357 1.113  0.000
H -1.589 0.470 1.947  0.000
H -3.346 0.272 1.998  0.000
H -3.480 -0.153 -0.355  0.000
H -1.875 0.588 -0.584  0.000
H -0.781 -1.312 -0.236  0.000
H -1.674 -1.661 1.216  0.000
H -3.411 -2.138 -0.998  0.000
H -2.923 -3.295 0.193  0.000
H -1.700 -2.679 -2.468  0.000
H -2.286 -4.206 -1.914  0.000
H 0.316 -3.493 -2.054  0.000
H 0.065 -3.204 -0.350  0.000
H 0.198 -5.432 0.049  0.001
H -1.199 -5.627 -0.951  0.000
H 0.407 -5.519 -2.997  -0.002
H 0.146 -7.009 -2.114  0.000
H 1.744 -7.573 -3.480  0.001
H 2.858 -6.299 -3.778  -0.002
H 5.119 -6.209 -2.573  0.001
H 5.301 -7.083 -4.083  0.001
H 5.905 -7.811 -2.640  -0.017
H 4.325 -9.857 -3.726  -0.004
H 2.731 -9.275 -4.156  0.005
H 4.096 -8.514 -4.895  0.000
H 4.509 -6.708 1.103  0.000
H 5.517 -7.829 0.226  -0.008
H 5.004 -6.369 -0.555  0.001
H 3.436 -8.435 1.715  0.000
H 2.127 -9.198 0.814  0.003
H 3.805 -9.778 0.675  -0.002
H 1.336 -7.640 -0.354  0.002
H 2.246 -6.341 0.341  -0.005
Cl 2.722 5.596 -2.839  0.000
C 1.568 6.877 -3.284  0.000
C 1.220 7.758 -2.114  0.000
Cl 0.263 6.895 -0.882  0.000
H 0.684 6.402 -3.701  0.000
H 2.042 7.472 -4.062  0.000
H 0.616 8.597 -2.455  0.000
H 2.113 8.147 -1.631  0.000
Cl -1.855 1.986 6.726  0.000
C -0.110 1.775 7.032  0.000
C 0.461 2.898 7.861  0.000
Cl 0.473 4.435 6.957  0.000
H 0.394 1.700 6.071  0.000
H 0.009 0.832 7.558  0.000
H 1.487 2.680 8.125  0.000
H -0.107 3.050 8.777  0.000
Cl 0.234 6.727 4.911  0.000
C 0.336 8.140 3.831  0.000
C -1.008 8.391 3.205  0.000
Cl -1.482 7.157 2.004  0.000
H 1.120 7.983 3.094  0.000
H 0.611 8.991 4.453  0.000
H -1.013 9.343 2.677  0.000
H -1.773 8.420 3.977  0.000
Cl 2.901 6.726 -6.803  0.000
C 3.785 8.221 -7.200  0.000
C 4.995 8.415 -6.323  0.000
Cl 4.549 8.755 -4.632  0.000
H 3.093 9.054 -7.112  0.000
H 4.097 8.140 -8.240  0.000
H 5.571 9.267 -6.678  0.000
H 5.636 7.538 -6.329  0.000
Cl 0.219 -1.942 11.113  0.000
C 0.782 -0.433 11.871  0.000
C 0.718 0.736 10.923  0.000
Cl 1.905 0.592 9.599  0.000
H 1.793 -0.595 12.233  0.000
H 0.134 -0.244 12.725  0.000
H 0.949 1.656 11.457  0.000
H -0.270 0.833 10.478  0.000
Cl -5.417 2.441 -0.924  0.000
C -5.242 4.171 -1.311  0.000
C -4.363 4.387 -2.515  0.000
Cl -2.660 3.970 -2.189  0.000
H -4.848 4.677 -0.431  0.000
H -6.241 4.555 -1.510  0.000
H -4.380 5.438 -2.802  0.000
H -4.698 3.793 -3.360  0.000
Cl -6.089 -1.302 -0.839  0.000
C -7.010 -1.701 -2.309  0.000
C -6.464 -2.923 -3.000  0.000
Cl -4.854 -2.632 -3.707  0.000
H -6.993 -0.832 -2.963  0.000
H -8.039 -1.881 -2.002  0.000
H -7.124 -3.207 -3.818  0.000
H -6.381 -3.763 -2.314  0.000
Cl -3.411 4.091 -5.844  0.000
C -3.039 2.425 -6.352  0.000
C -4.288 1.606 -6.546  0.000
Cl -5.125 1.296 -5.002  0.000
H -2.388 1.984 -5.601  0.000
H -2.489 2.491 -7.289  0.000
H -4.029 0.638 -6.970  0.000
H -4.988 2.101 -7.214  0.000
Cl -3.871 -6.330 -0.580  0.000
C -4.334 -8.036 -0.795  0.000
C -3.286 -8.977 -0.257  0.000
Cl -1.786 -8.938 -1.220  0.000
H -4.516 -8.205 -1.853  0.000
H -5.268 -8.184 -0.256  0.000
H -3.659 -9.999 -0.293  0.000
H -3.029 -8.737 0.771  0.000


No. 2
Computed, not measured: a structure of composition C40H41ClN3PSSbSeZn, with ωB97M-V/def2-TZVPD.

Properties
ΔE to the lowest compared entry with this formula, charge and spin   0.000 eV
Spin multiplicity   1
Total charge   +1
LUMO level   -4.072 eV
Molar mass   928.39 g/mol
E_tot   -7333.59192 a.u.

Each line ends with the Löwdin charge.
Atoms and positions in Å:
Zn 13.528 12.790 10.696  0.409
C 11.591 12.862 7.743  -0.027
C 10.991 12.263 9.042  -0.263
C 9.730 11.628 8.930  -0.028
C 8.945 11.301 9.990  0.040
C 9.563 11.533 11.280  -0.147
C 8.874 11.137 12.464  -0.045
C 9.317 11.616 13.678  -0.052
C 10.639 12.210 13.784  -0.102
C 11.390 12.477 12.646  -0.600
S 12.988 13.165 12.902  0.665
C 10.813 12.169 11.355  -0.228
N 11.535 12.513 10.246  0.048
H 11.039 12.532 6.827  0.099
H 12.637 12.519 7.667  -0.003
H 11.471 13.958 7.784  0.080
H 9.400 11.362 7.927  0.117
H 7.940 10.936 9.965  0.120
H 7.894 10.664 12.403  0.114
H 8.729 11.452 14.589  0.111
H 10.999 12.552 14.759  0.102
Cl 17.040 13.170 8.240  0.653
C 17.587 14.643 9.011  -0.615
C 18.940 14.965 8.794  -0.107
C 19.438 16.122 9.364  -0.060
C 18.567 17.036 10.018  -0.055
C 17.232 16.680 10.288  -0.061
C 16.758 15.382 9.892  -0.348
P 15.018 14.868 9.957  1.035
C 14.471 15.869 11.373  -0.429
C 15.172 15.675 12.577  -0.152
C 14.676 16.077 13.810  -0.089
C 13.431 16.704 13.852  -0.078
C 12.764 17.010 12.661  -0.079
C 13.248 16.576 11.442  -0.101
C 14.382 15.619 8.410  -0.351
C 14.063 14.839 7.283  -0.125
C 13.475 15.478 6.173  -0.069
C 13.168 16.836 6.237  -0.074
C 13.570 17.601 7.328  -0.065
C 14.149 16.999 8.456  -0.088
H 19.523 14.343 8.155  0.097
H 20.532 16.358 9.352  0.128
H 18.871 17.973 10.495  0.111
H 16.609 17.391 10.815  0.106
H 16.139 15.176 12.595  0.113
H 15.222 15.908 14.717  0.107
H 12.981 16.971 14.825  0.119
H 11.917 17.676 12.783  0.108
H 12.560 16.667 10.593  0.108
H 14.356 13.787 7.297  0.048
H 13.203 14.879 5.308  0.110
H 12.622 17.400 5.464  0.117
H 13.436 18.695 7.335  0.118
H 14.337 17.596 9.344  0.100
Se 14.748 10.761 8.193  1.110
N 14.390 11.083 10.060  -0.251
C 14.706 9.893 10.647  -0.305
C 14.454 9.522 12.011  -0.013
C 14.505 8.207 12.424  -0.043
C 14.855 7.171 11.529  -0.059
C 15.334 7.431 10.271  0.003
C 15.202 8.773 9.789  -0.333
N 15.262 9.104 8.501  -0.241
H 14.108 10.300 12.733  0.101
H 14.220 7.858 13.403  0.116
H 14.805 6.171 11.905  0.108
H 15.647 6.690 9.549  0.122
C 8.593 19.519 9.033  -0.216
C 8.048 18.412 8.135  -0.475
Sb 8.435 16.462 9.012  1.328
C 7.144 15.429 7.598  -0.482
C 7.915 15.154 6.310  -0.223
C 7.635 16.851 11.054  -0.446
C 6.115 16.873 11.195  -0.197
H 8.529 20.435 8.479  0.056
H 9.665 19.388 9.233  0.062
H 7.988 19.529 9.938  0.054
H 8.634 18.369 7.187  0.043
H 6.964 18.499 7.928  0.056
H 6.302 16.148 7.442  0.058
H 6.907 14.562 8.183  0.012
H 7.987 16.112 5.718  0.081
H 7.429 14.323 5.801  0.060
H 8.989 14.823 6.449  0.046
H 8.154 17.713 11.423  0.018
H 8.082 15.963 11.529  0.016
H 5.628 17.759 10.715  0.078
H 5.784 16.870 12.204  0.041
H 5.699 15.946 10.707  0.073


No. 3
Computed, not measured: a structure of composition C26H22ClIN3O6S2ScSe, with ωB97M-V/def2-TZVPD.

Properties
ΔE to the lowest compared entry with this formula, charge and spin   0.000 eV
Spin multiplicity   1
Total charge   -2
LUMO level   3.740 eV
Molar mass   822.88 g/mol
E_tot   -6336.33873 a.u.

Each line ends with the Löwdin charge.
Atoms and positions in Å:
Sc 11.093 11.116 14.639  0.678
I 10.094 13.205 19.194  0.943
C 12.201 13.141 19.196  -0.594
C 12.617 12.878 20.499  -0.232
C 13.940 13.247 20.907  -0.105
C 14.779 13.881 20.011  -0.066
C 14.448 13.885 18.636  -0.214
C 15.356 14.432 17.734  -0.122
C 15.106 14.481 16.378  -0.107
C 13.886 13.957 15.921  -0.074
C 12.798 13.664 16.791  -0.274
C 13.131 13.545 18.199  -0.157
H 12.001 12.426 21.277  0.064
H 14.278 13.031 21.939  0.095
H 15.794 14.243 20.223  0.101
H 16.394 14.631 18.082  0.098
H 15.883 14.858 15.740  0.083
H 13.839 13.680 14.860  0.099
N 12.778 9.966 16.064  0.011
H 12.368 9.020 16.252  -0.052
H 13.085 10.440 16.921  0.057
H 13.676 9.740 15.554  0.049
Cl 9.851 12.554 13.159  -0.053
C 11.561 13.338 16.143  -0.182
H 10.691 13.000 16.709  -0.088
H 11.421 13.883 15.221  0.004
Se 11.233 6.828 15.765  0.539
C 11.603 5.924 17.260  -0.987
N 11.755 5.278 18.232  -0.035
O 5.722 8.383 15.002  -0.296
S 6.292 9.111 16.067  0.620
O 5.470 10.031 16.832  -0.327
N 7.649 9.878 15.524  -0.014
C 8.753 9.715 16.217  -0.454
O 9.868 10.268 15.963  -0.141
C 8.477 8.726 17.324  -0.120
C 9.478 8.111 18.126  -0.066
C 9.104 7.047 18.899  -0.092
C 7.797 6.549 18.779  -0.085
C 6.816 7.110 18.004  -0.065
C 7.197 8.184 17.260  -0.246
H 10.491 8.486 18.072  0.092
H 9.726 6.467 19.556  0.085
H 7.713 5.582 19.247  0.095
H 5.806 6.707 17.783  0.127
C 11.565 9.248 7.326  -0.078
C 12.073 9.538 8.645  -0.310
C 12.632 8.500 9.417  -0.018
C 12.973 8.693 10.764  -0.056
C 12.754 9.911 11.337  -0.302
C 12.218 10.988 10.603  0.005
C 11.927 10.792 9.221  -0.006
S 12.856 9.920 13.056  0.591
O 13.948 9.059 13.469  -0.286
O 11.451 9.474 13.423  -0.387
O 12.921 11.367 13.613  -0.420
H 11.141 8.236 7.259  0.087
H 12.365 9.358 6.557  0.097
H 10.747 9.898 7.068  0.074
H 12.705 7.480 8.987  0.120
H 13.618 7.997 11.303  0.123
H 12.095 11.889 11.164  0.084
H 11.602 11.602 8.659  0.089


No. 4
Computed, not measured: a cluster of 2 separate species, C2H3F3S in total, with ωB97M-V/def2-TZVPD.

Properties
ΔE to the lowest compared entry with this formula, charge and spin   2.186 eV
Spin multiplicity   1
LUMO level   0.640 eV
Molar mass   116.11 g/mol
E_tot   -775.72905 a.u.

Each line ends with the Löwdin charge.
Atoms and positions in Å:
C -3.287 0.864 -0.831  -0.375
C -2.263 0.371 -0.163  -0.039
F -4.553 0.603 -0.638  0.150
F -3.161 1.888 -1.668  0.140
F -1.045 0.926 -0.477  0.001
S 1.199 -0.715 2.898  0.509
H 1.368 -1.772 3.625  -0.259
H -2.228 -0.471 0.523  0.123
H 0.006 -1.039 2.419  -0.250